No. 1
C4H7ClS | wB97M-V/def2-TZVPD

For the relative energy (zero: lowest compared OMol25 entry of this formula, charge and spin), the calculation gives 62.63 kcal/mol. For the HOMO energy, the calculation gives -8.98 eV. The HOMO-LUMO gap is 9.779 eV. The structure (SMILES) is C[C@@]1(Cl)C[C@@H]1S.

The geometry in XYZ format:
```
13
C4H7ClS | the Open Molecules 2025 dataset | wB97M-V/def2-TZVPD
C -0.756 1.334 -0.910
C 0.301 0.511 -0.281
Cl 1.448 0.091 -1.536
C 0.705 0.218 1.226
C -0.167 -0.870 0.539
S 0.455 -2.462 -0.294
H -0.904 0.655 -2.020
H -0.437 2.399 -0.938
H -1.699 1.271 -0.309
H 0.316 0.785 2.091
H 1.855 0.332 0.967
H -1.248 -0.977 0.631
H 0.132 -3.287 0.834
```

No. 2
C46H71N7O2ScSe | wB97M-V/def2-TZVPD

For the relative energy (zero: lowest compared OMol25 entry of this formula, charge and spin), the calculation gives 13.48 kcal/mol. For the HOMO energy, the calculation gives -9.78 eV. The HOMO-LUMO gap is 7.928 eV. As for the net charge: +1.

The geometry in XYZ format:
```
128
C46H71N7O2ScSe | the Open Molecules 2025 dataset | wB97M-V/def2-TZVPD
Sc 0.161 -0.149 -0.073
C -1.771 1.152 -2.419
C -0.596 2.114 -2.386
N 0.612 1.455 -1.860
C 1.588 2.420 -1.350
C 1.136 2.977 -0.031
C 1.652 4.168 0.452
C 1.202 4.634 1.675
C 0.232 3.918 2.348
C -0.242 2.735 1.793
C -1.345 1.974 2.488
N -1.700 0.743 1.814
C -2.982 0.736 1.127
C -2.852 1.362 -0.245
N -1.975 0.548 -1.099
N 0.223 2.259 0.634
H -1.579 0.347 -3.119
H -2.671 1.681 -2.761
H -0.816 2.951 -1.722
H -0.423 2.545 -3.380
H 1.081 0.911 -2.572
H 1.757 3.243 -2.055
H 2.531 1.896 -1.199
H 2.387 4.713 -0.123
H 1.590 5.556 2.087
H -0.164 4.264 3.292
H -2.211 2.644 2.578
H -1.022 1.769 3.513
H -1.656 -0.042 2.448
H -3.763 1.250 1.703
H -3.291 -0.305 1.019
H -2.415 2.360 -0.164
H -3.841 1.482 -0.705
H -2.396 -0.371 -1.211
C 1.062 -4.448 6.179
C 0.003 -4.985 5.217
C -1.301 -5.191 5.997
C 0.489 -6.334 4.670
C -0.241 -4.034 4.048
C 0.431 -2.834 3.897
C 0.200 -2.034 2.789
Se 1.151 -0.382 2.601
C 2.859 -0.937 1.961
C 3.806 -1.471 2.816
C 5.034 -1.878 2.321
C 5.244 -1.726 0.953
C 4.318 -1.202 0.051
C 3.092 -0.756 0.587
O 2.123 -0.226 -0.160
C 4.720 -1.223 -1.432
C 3.626 -0.826 -2.428
C 5.906 -0.272 -1.644
C 5.144 -2.656 -1.800
C 6.119 -2.504 3.192
C 5.697 -2.587 4.659
C 7.400 -1.665 3.104
C 6.406 -3.926 2.692
C -0.727 -2.390 1.789
O -0.860 -1.618 0.714
C -1.454 -3.594 1.940
C -1.172 -4.365 3.065
C -2.518 -4.143 0.970
C -2.794 -3.305 -0.283
C -3.852 -4.263 1.723
C -2.080 -5.537 0.489
H 1.212 -5.156 6.994
H 0.764 -3.496 6.621
H 2.024 -4.309 5.682
H -1.136 -5.874 6.832
H -2.082 -5.621 5.370
H -1.673 -4.247 6.397
H 0.667 -7.032 5.489
H 1.420 -6.217 4.112
H -0.245 -6.786 4.003
H 1.149 -2.507 4.636
H 3.575 -1.566 3.868
H 6.191 -2.062 0.554
H 3.340 0.217 -2.315
H 2.729 -1.436 -2.322
H 4.026 -0.954 -3.437
H 5.628 0.756 -1.407
H 6.231 -0.304 -2.687
H 6.759 -0.537 -1.021
H 4.336 -3.363 -1.604
H 6.017 -2.989 -1.243
H 5.394 -2.706 -2.862
H 5.495 -1.601 5.079
H 6.498 -3.039 5.246
H 4.807 -3.204 4.788
H 7.227 -0.646 3.450
H 7.777 -1.612 2.083
H 8.182 -2.108 3.722
H 5.513 -4.551 2.752
H 7.187 -4.388 3.298
H 6.745 -3.928 1.656
H -1.714 -5.293 3.184
H -3.162 -2.313 -0.027
H -3.570 -3.813 -0.861
H -1.915 -3.180 -0.914
H -4.190 -3.284 2.069
H -3.774 -4.912 2.593
H -4.620 -4.675 1.066
H -1.101 -5.492 0.009
H -2.801 -5.931 -0.231
H -2.010 -6.252 1.307
C 0.077 -2.701 -5.894
C -0.537 -1.434 -5.342
N -0.142 -1.236 -3.953
C 0.131 -2.274 -3.073
N 0.453 -1.955 -1.849
C 0.980 -3.043 -1.004
C 1.449 -4.263 -1.772
C 0.335 -4.668 -2.709
N 0.052 -3.534 -3.580
C -0.299 -3.835 -4.965
H 1.164 -2.602 -5.945
H -0.292 -2.909 -6.899
H -1.630 -1.487 -5.410
H -0.224 -0.553 -5.901
H 0.475 -0.468 -3.794
H 0.211 -3.359 -0.302
H 1.801 -2.640 -0.406
H 1.685 -5.067 -1.074
H 2.350 -4.051 -2.354
H -0.564 -4.971 -2.158
H 0.628 -5.504 -3.346
H -1.373 -4.050 -5.041
H 0.229 -4.749 -5.241
```

No. 3
C5H10O | wB97M-V/def2-TZVPD

For the relative energy (zero: lowest compared OMol25 entry of this formula, charge and spin), the calculation gives 20.72 kcal/mol. For the HOMO energy, the calculation gives -9.68 eV. The HOMO-LUMO gap is 10.607 eV. The structure (SMILES) is CC[C@@H](C)C=O.

The geometry in XYZ format:
```
16
C5H10O | the Open Molecules 2025 dataset | wB97M-V/def2-TZVPD
C -0.670 0.341 1.987
C 0.176 0.695 0.768
C -0.240 -0.099 -0.497
C 0.438 0.445 -1.784
C 0.225 -1.615 -0.578
O 0.004 -2.596 0.092
H -0.655 -0.737 2.171
H -0.303 0.850 2.884
H -1.713 0.644 1.834
H 0.128 1.786 0.599
H 1.234 0.473 0.956
H -1.344 -0.109 -0.576
H 1.371 -0.116 -1.876
H -0.162 0.237 -2.680
H 0.692 1.507 -1.789
H 0.819 -1.709 -1.509
```

No. 4
C6H70BNO27 | wB97M-V/def2-TZVPD

For the relative energy (zero: lowest compared OMol25 entry of this formula, charge and spin), the calculation gives 0.00 kcal/mol. For the HOMO energy, the calculation gives -7.07 eV. The HOMO-LUMO gap is 6.183 eV.

The geometry in XYZ format:
```
105
C6H70BNO27 | the Open Molecules 2025 dataset | wB97M-V/def2-TZVPD
C -0.789 3.942 1.757
O -1.126 2.848 0.883
C 0.012 2.110 0.420
C -0.464 1.364 -0.846
N 0.506 0.644 -1.564
H 0.279 0.387 -2.460
H 1.215 1.260 -1.762
C 1.096 -0.558 -0.945
C 0.286 -1.855 -1.071
O 1.202 -2.888 -0.921
C 0.637 -4.059 -0.810
H -0.276 3.785 2.680
H -1.756 4.272 1.980
H -0.176 4.479 1.267
H 0.059 1.259 1.237
H 0.817 2.551 0.147
H -1.064 2.101 -1.633
H -1.120 0.491 -0.403
H 1.215 -0.406 0.073
H 2.121 -0.666 -1.255
H 0.178 -2.065 -2.146
H -0.615 -1.810 -0.454
H 0.050 -4.149 0.256
H 1.168 -4.908 -0.706
H -0.167 -4.343 -1.534
B -1.795 6.049 4.940
H -1.254 5.752 3.859
H -2.903 5.649 4.959
H -1.189 5.563 5.855
H -1.790 7.300 4.926
O 0.461 5.774 -1.293
H 0.189 6.028 -0.491
H 1.247 5.055 -1.079
O -1.575 -2.253 -4.333
H -0.892 -1.519 -4.244
H -2.085 -2.032 -3.476
O 2.499 4.005 -0.670
H 3.024 4.216 0.125
H 2.880 3.162 -0.875
O 2.730 -6.591 0.947
H 2.873 -6.839 0.090
H 3.613 -6.574 1.251
O 0.680 -6.522 2.724
H 1.162 -6.434 1.854
H 0.101 -5.711 2.899
O -0.943 7.300 0.969
H -0.471 7.183 1.825
H -1.780 7.087 1.325
O -0.192 0.159 -4.271
H -0.732 0.897 -4.545
H 0.594 -0.052 -4.613
O 3.117 -1.657 -3.583
H 3.058 -2.376 -2.998
H 3.683 -2.065 -4.203
O 2.632 0.427 2.555
H 3.261 -0.233 2.080
H 1.976 -0.227 2.776
O 5.111 -1.757 -1.053
H 4.513 -2.420 -1.267
H 5.952 -2.170 -1.209
O -0.687 -6.913 -1.420
H -0.117 -7.120 -0.763
H -1.098 -7.584 -1.857
O -2.747 -4.760 -0.953
H -2.100 -5.443 -0.924
H -3.560 -5.323 -0.982
O 1.083 -5.674 -3.789
H 0.705 -5.029 -4.463
H 0.559 -6.054 -3.144
O -2.828 -3.568 1.576
H -2.628 -3.903 0.643
H -3.315 -2.891 1.462
O -4.524 4.146 0.838
H -5.158 4.399 1.469
H -4.884 4.545 0.064
O 1.686 4.222 5.445
H 2.097 4.809 4.719
H 0.753 4.459 5.342
O -4.101 2.174 0.868
H -4.139 3.111 0.852
H -3.203 2.087 1.035
O 2.880 2.168 -1.738
H 3.621 1.595 -1.612
H 2.886 2.500 -2.607
O -0.544 2.753 -3.659
H -0.059 3.328 -4.187
H -1.246 3.143 -3.225
O 0.128 -3.729 3.190
H -0.814 -4.096 3.513
H 0.724 -4.088 3.804
O -2.839 -1.178 -1.931
H -3.558 -0.639 -1.764
H -3.264 -1.864 -1.620
O -2.056 4.473 -1.693
H -1.429 5.221 -1.624
H -2.380 4.400 -0.802
O -1.663 0.895 3.965
H -1.233 1.616 4.362
H -2.561 1.324 3.727
O 0.344 -0.920 3.222
H 0.085 -1.754 3.220
H -0.407 -0.402 3.489
O 3.749 -3.867 -1.874
H 3.828 -4.288 -2.677
H 2.920 -4.213 -1.406
```

No. 5
C4HN3O | wB97M-V/def2-TZVPD

For the relative energy (zero: lowest compared OMol25 entry of this formula, charge and spin), the calculation gives 44.84 kcal/mol. For the HOMO energy, the calculation gives -11.07 eV. The HOMO-LUMO gap is 8.298 eV. The structure (SMILES) is N#CC1=NC(=O)C=N1.

The geometry in XYZ format:
```
9
C4HN3O | the Open Molecules 2025 dataset | wB97M-V/def2-TZVPD
N -3.192 -0.653 0.285
C -2.086 -0.450 -0.282
C -0.795 -0.086 -0.085
N 0.033 -1.130 -0.171
C 1.316 -0.583 0.016
O 2.429 -1.086 0.124
C 0.996 0.990 -0.028
N -0.236 1.198 0.033
H 1.535 1.800 0.108
```

No. 6
C4H8O | wB97M-V/def2-TZVPD

For the relative energy (zero: lowest compared OMol25 entry of this formula, charge and spin), the calculation gives 35.29 kcal/mol. For the HOMO energy, the calculation gives -9.83 eV. The HOMO-LUMO gap is 10.887 eV. The structure (SMILES) is CC=O.C=C.

The geometry in XYZ format:
```
13
C4H8O | the Open Molecules 2025 dataset | wB97M-V/def2-TZVPD
C -1.404 -0.378 1.419
C -1.326 -0.223 -0.075
O -1.779 0.754 -0.613
H -0.603 0.146 1.937
H -1.275 -1.421 1.698
H -2.384 -0.038 1.736
H -0.937 -1.069 -0.665
C 2.016 0.400 -0.366
C 1.286 0.379 -1.474
H 2.517 -0.526 -0.100
H 2.095 1.260 0.284
H 1.192 -0.484 -2.119
H 0.602 1.199 -1.662
```

No. 7
C4H9NO | wB97M-V/def2-TZVPD

For the relative energy (zero: lowest compared OMol25 entry of this formula, charge and spin), the calculation gives 42.07 kcal/mol. For the HOMO energy, the calculation gives -9.41 eV. The HOMO-LUMO gap is 10.363 eV. The structure (SMILES) is CCCC(N)=O.

The geometry in XYZ format:
```
15
C4H9NO | the Open Molecules 2025 dataset | wB97M-V/def2-TZVPD
C -0.714 1.722 -1.244
C -0.852 0.457 -0.466
C 0.764 0.133 0.218
C 0.306 -1.033 1.031
N 1.024 -2.179 1.192
O -0.845 -1.019 1.433
H -1.623 2.009 -1.781
H 0.116 1.566 -1.928
H -0.465 2.523 -0.538
H -1.709 0.576 0.248
H -1.164 -0.422 -1.051
H 1.776 -0.063 -0.277
H 0.970 1.029 0.812
H 0.430 -2.970 1.395
H 1.987 -2.330 0.957
```

No. 8
C36H47N7O3S3W | wB97M-V/def2-TZVPD

The expectation value of S² is 2.023. For the relative energy (zero: lowest compared OMol25 entry of this formula, charge and spin), the calculation gives 16.16 kcal/mol. For the HOMO energy (alpha / beta), the calculation gives -12.79 / -13.14 eV. The HOMO-LUMO gap (alpha / beta) is 7.330 / 6.797 eV. Its spin multiplicity is 3. As for the net charge: +2.

The geometry in XYZ format:
```
97
C36H47N7O3S3W | the Open Molecules 2025 dataset | wB97M-V/def2-TZVPD
W -1.337 -0.303 1.118
C -2.328 3.976 0.286
C -2.223 2.585 0.801
N -1.676 1.609 0.135
O -1.050 1.971 -1.053
C -2.735 2.238 2.091
C -3.587 3.118 2.939
N -2.461 0.997 2.455
O -2.954 0.536 3.514
H -1.705 4.130 -0.586
H -2.057 4.680 1.072
H -3.370 4.181 0.023
H -1.732 1.802 -1.751
H -4.123 3.851 2.340
H -2.991 3.655 3.681
H -4.302 2.505 3.484
O -1.171 -2.356 0.912
N -2.164 -3.142 0.463
C -1.883 -4.458 0.360
C -2.847 -5.330 -0.062
C -4.116 -4.835 -0.374
C -4.373 -3.489 -0.252
C -3.372 -2.618 0.184
S -3.589 -0.916 0.387
H -0.874 -4.723 0.636
H -2.612 -6.381 -0.141
H -4.895 -5.506 -0.708
H -5.345 -3.075 -0.480
C 2.755 -3.360 -3.515
C 1.967 -2.189 -4.129
C 1.135 -2.703 -5.305
C 2.949 -1.127 -4.645
C 1.094 -1.607 -3.030
C -0.282 -1.813 -2.960
C -1.000 -1.335 -1.884
N -0.438 -0.640 -0.891
C 0.876 -0.354 -0.981
C 1.656 -0.843 -2.006
C 1.386 0.570 0.053
C 2.539 1.317 -0.104
C 2.914 2.256 0.854
C 2.058 2.410 1.947
C 0.935 1.629 2.057
N 0.609 0.705 1.140
C 4.151 3.125 0.708
C 5.067 2.633 -0.415
C 3.675 4.552 0.384
C 4.943 3.129 2.023
H 3.456 -3.753 -4.252
H 2.088 -4.171 -3.214
H 3.327 -3.044 -2.640
H 1.803 -3.107 -6.065
H 0.552 -1.904 -5.767
H 0.461 -3.509 -5.012
H 3.494 -1.528 -5.500
H 3.692 -0.849 -3.896
H 2.427 -0.226 -4.973
H -0.811 -2.350 -3.732
H -2.068 -1.488 -1.814
H 2.715 -0.629 -2.009
H 3.133 1.187 -0.995
H 2.265 3.134 2.722
H 0.278 1.705 2.914
H 4.611 2.756 -1.401
H 5.345 1.585 -0.282
H 5.985 3.219 -0.413
H 3.046 4.566 -0.508
H 4.539 5.191 0.200
H 3.110 4.982 1.213
H 5.276 2.123 2.288
H 4.368 3.533 2.856
H 5.827 3.756 1.908
N -2.888 -2.184 3.435
C -1.645 -1.828 3.835
N -0.738 -1.199 3.096
C 0.527 -1.263 3.745
C 1.794 -1.036 3.207
C 2.915 -1.179 4.008
C 2.818 -1.577 5.337
C 1.584 -1.909 5.859
C 0.469 -1.767 5.047
S -1.141 -2.299 5.414
H -3.386 -1.483 2.899
H -3.463 -2.594 4.157
H 1.938 -0.807 2.169
H 3.890 -0.998 3.574
H 3.708 -1.675 5.944
H 1.487 -2.295 6.866
C -5.058 1.452 -2.353
S -3.422 0.895 -2.858
C -3.336 1.612 -4.510
H -5.106 2.538 -2.295
H -5.267 1.024 -1.374
H -5.804 1.089 -3.059
H -4.106 1.179 -5.145
H -2.359 1.371 -4.926
H -3.451 2.694 -4.474
```